Entry 1:
A structure of composition C20H65AsF6N19O11 at a distorted geometry. Source: the OMol25 dataset; level of theory: ωB97M-V/def2-TZVPD.

Properties
* 2S+1: 2
* total energy: -5504.03346 Eh
* HOMO (spin up / spin down): -8.5 / -8.5 eV
* relative energy (zero: lowest compared OMol25 entry of this formula, charge and spin): 11.2 kcal/mol
* orbital gap (spin up / spin down): 0.2837 / 0.0661 Ha
* ⟨S²⟩: 0.7559
* maximum force: 9.063 eV/Å

Geometry as XYZ:
```
122
Properties=species:S:1:pos:R:3:mulliken_spin:R:1
As -8.019 19.203 25.724 0.0004
F -8.575 18.985 24.029 0.0005
F -8.463 17.583 26.247 -0.0005
F -7.445 19.518 27.396 -0.0002
F -7.552 20.898 25.314 0.0000
F -9.742 19.659 26.163 0.0004
F -6.532 18.487 25.305 -0.0010
C -5.903 24.906 27.038 0.0000
C -7.079 24.202 26.364 0.0000
C -8.421 24.107 27.138 0.0000
O -8.250 23.659 28.473 0.0000
C -9.384 23.080 28.997 0.0000
N -7.316 24.795 25.082 0.0000
H -4.979 24.768 26.477 0.0000
H -5.637 24.512 28.019 0.0000
H -5.947 25.995 27.036 0.0000
H -6.611 23.226 26.236 0.0000
H -8.958 23.423 26.481 0.0000
H -8.824 25.119 27.113 0.0000
H -9.285 22.573 29.957 0.0000
H -9.772 22.271 28.377 0.0000
H -10.066 23.903 29.209 0.0000
H -6.473 24.872 24.531 0.0000
H -7.786 24.025 24.627 0.0000
C -8.580 12.793 28.546 0.0341
C -7.672 13.170 27.365 0.0799
C -8.643 13.752 26.196 0.0623
O -8.033 13.577 24.843 0.4589
C -7.515 14.798 24.321 0.0190
N -6.588 14.091 27.751 0.2051
H -9.083 13.693 28.897 -0.0005
H -7.961 12.412 29.358 0.0033
H -9.341 12.118 28.153 0.0003
H -7.218 12.237 27.031 -0.0076
H -8.698 14.816 26.424 0.0165
H -9.615 13.259 26.179 0.0292
H -6.993 14.674 23.373 -0.0007
H -6.788 15.298 24.962 0.0426
H -8.322 15.518 24.188 0.0192
H -7.145 14.913 27.937 -0.0015
H -6.176 14.213 26.838 0.0044
C -11.208 16.764 28.347 -0.0003
C -11.337 18.079 29.064 0.0003
C -12.780 18.346 29.542 0.0000
O -13.803 17.998 28.655 0.0000
C -13.841 18.833 27.546 0.0001
N -10.406 18.191 30.159 0.0001
H -11.216 16.014 29.138 -0.0001
H -10.363 16.714 27.660 0.0024
H -12.043 16.649 27.657 0.0001
H -11.072 18.791 28.283 -0.0002
H -12.838 19.392 29.841 0.0001
H -12.952 17.833 30.488 0.0000
H -14.401 18.350 26.745 0.0000
H -12.828 18.850 27.142 -0.0001
H -14.353 19.783 27.697 0.0000
H -10.316 19.189 30.280 0.0000
H -9.519 17.903 29.771 0.0001
C -12.641 21.660 25.940 0.0000
O -12.872 20.830 25.092 0.0000
N -11.675 21.514 26.845 0.0000
N -13.330 22.800 26.040 0.0000
H -11.447 22.242 27.507 0.0000
H -11.125 20.687 26.661 0.0000
H -13.981 23.171 25.362 0.0000
H -13.072 23.464 26.756 0.0000
C -7.704 22.302 22.258 0.0000
O -7.069 23.247 22.082 0.0001
N -7.504 21.131 21.830 0.0000
N -8.845 22.185 22.895 0.0000
H -6.797 20.916 21.141 0.0000
H -8.199 20.400 21.888 0.0000
H -8.835 21.320 23.416 0.0000
H -9.351 22.989 23.238 0.0000
C -12.705 17.546 24.028 -0.0005
O -12.356 16.421 23.561 0.0057
N -11.851 18.387 24.492 0.0004
N -13.859 18.067 24.035 0.0001
H -10.877 18.297 24.240 -0.0002
H -12.323 19.218 24.819 0.0000
H -14.656 17.453 23.939 0.0000
H -13.960 18.830 24.689 0.0001
C -2.963 18.781 23.398 0.0000
O -2.236 19.564 22.864 0.0000
N -4.105 19.140 23.736 0.0001
N -2.720 17.498 23.524 0.0001
H -4.749 18.522 24.208 0.0002
H -4.297 20.098 23.478 0.0000
H -1.732 17.292 23.482 0.0000
H -3.525 16.938 23.766 0.0000
C -6.311 18.735 30.776 0.0001
O -7.471 19.004 30.881 0.0000
N -5.388 18.624 31.648 0.0000
N -5.802 18.435 29.629 0.0000
H -4.638 18.070 31.260 0.0000
H -5.763 18.468 32.573 0.0000
H -6.439 18.348 28.850 -0.0001
H -4.844 18.136 29.518 0.0000
C -4.090 22.966 23.808 0.0000
O -4.818 23.804 23.371 0.0000
N -2.802 22.933 23.625 0.0000
N -4.492 21.928 24.545 0.0000
H -2.463 22.000 23.807 0.0000
H -2.172 23.667 23.332 0.0000
H -3.788 21.353 24.984 0.0000
H -5.434 21.787 24.883 0.0000
C -7.912 17.201 21.240 -0.0020
O -7.112 18.113 21.096 0.0077
N -8.697 16.976 22.213 0.0183
N -8.067 16.265 20.312 0.0023
H -8.755 17.764 22.841 0.0027
H -9.472 16.356 22.027 -0.0012
H -7.702 16.563 19.419 -0.0001
H -8.767 15.540 20.385 -0.0001
C -5.477 22.562 30.159 0.0000
O -4.422 22.153 30.628 0.0000
N -5.928 23.712 30.501 0.0000
N -6.261 22.136 29.286 0.0000
H -6.813 24.063 30.163 0.0000
H -5.279 24.283 31.023 0.0000
H -6.178 21.233 28.841 0.0000
H -6.995 22.754 28.971 0.0000
```

Entry 2:
The molecule C4H7NO2 at a distorted geometry. Source: the OMol25 dataset; level of theory: ωB97M-V/def2-TZVPD.

Properties
* total energy: -361.79753 Eh
* HOMO: -9.4 eV
* relative energy (zero: lowest compared OMol25 entry of this formula, charge and spin): 52.3 kcal/mol
* structure (SMILES): O=CN1CC(O)C1
* orbital gap: 0.3731 Ha
* maximum force: 2.230 eV/Å

Geometry as XYZ:
```
14
Properties=species:S:1:pos:R:3:nbo_charge:R:1
O -1.598 -0.008 -1.165 -0.7109
C -1.216 -0.255 0.174 0.0763
C 0.004 -1.208 0.152 -0.2471
N 0.888 -0.026 0.358 -0.4418
C -0.250 0.815 0.703 -0.2487
C 1.913 0.306 -0.464 0.5391
O 2.132 1.420 -0.886 -0.5947
H -2.196 0.754 -1.165 0.4749
H -2.097 -0.500 0.780 0.1727
H 0.361 -1.694 1.044 0.2249
H 0.062 -1.758 -0.799 0.2205
H -0.351 0.973 1.785 0.2001
H -0.220 1.750 0.152 0.2257
H 2.567 -0.569 -0.669 0.1089
```